No. 1
C33H57N3O5SiY | wB97M-V/def2-TZVPD

Last column: Mulliken charge in e.
Element x y z (Å)
1 O -1.07480 0.45873 -2.25966  0.309
2 O 3.36921 0.80862 -3.75947  -0.279
3 C -1.17149 -0.74071 -3.17937  -0.213
4 C -2.41909 -0.74735 -4.04047  -1.469
5 H -1.14592 -1.63647 -2.53200  -0.027
6 H -0.24635 -0.73790 -3.76993  0.481
7 H -3.31236 -0.92036 -3.42106  0.248
8 H -2.34323 -1.55977 -4.78021  0.458
9 H -2.52790 0.16486 -4.63196  0.316
10 C -0.46492 1.68895 -2.87286  0.068
11 C -0.00762 1.55637 -4.31537  -1.272
12 H 0.38335 2.00314 -2.23147  0.243
13 H -1.25998 2.42633 -2.72978  0.141
14 H 0.96481 1.06012 -4.35061  0.242
15 H 0.14228 2.57579 -4.69161  0.410
16 H -0.72898 1.06682 -4.97395  0.297
17 C 3.73179 1.78656 -2.79461  0.300
18 C 4.07809 -0.41899 -3.75041  0.233
19 C 3.66937 3.19063 -3.38131  -1.263
20 H 4.73086 1.61198 -2.35567  0.509
21 H 2.95399 1.66051 -2.02778  -0.280
22 H 4.29409 3.28980 -4.28133  0.327
23 H 4.01652 3.91947 -2.63348  0.407
24 H 2.63708 3.44582 -3.64777  0.215
25 C 4.98507 -0.66503 -4.95554  -1.451
26 H 3.25416 -1.13800 -3.76142  0.110
27 H 4.67148 -0.50994 -2.83139  0.155
28 H 4.45081 -0.51862 -5.90242  0.332
29 H 5.33878 -1.71231 -4.91548  0.391
30 H 5.87253 -0.01540 -4.94301  0.328
31 H 0.58636 -1.75199 -0.47232  -1.491
32 N -2.22029 -1.13255 1.67272  1.557
33 C -2.05973 -1.59745 2.92015  0.410
34 C -1.02695 -1.15740 3.75701  -1.414
35 C -0.21817 -0.02631 3.55267  0.144
36 C -2.96989 -2.66663 3.48256  -1.532
37 H -2.96785 -3.57110 2.85816  0.264
38 H -4.00620 -2.31526 3.59735  0.242
39 H -2.61407 -2.95757 4.47937  0.501
40 C 0.79416 0.23658 4.65603  -1.571
41 H 0.42567 0.96434 5.39755  0.311
42 H 1.75266 0.59116 4.25762  0.223
43 H 0.98686 -0.69007 5.20833  0.549
44 N -0.36285 0.83615 2.52687  1.572
45 C -3.31609 -1.61623 0.87197  -0.743
46 C -3.11604 -2.66401 -0.06624  1.206
47 C -1.79205 -3.36140 -0.18023  -1.031
48 C -4.15249 -2.98525 -0.92929  -1.030
49 H -3.98484 -3.76790 -1.67960  0.477
50 C -5.38482 -2.33189 -0.83608  -0.900
51 H -6.18239 -2.58386 -1.52897  0.446
52 C -5.60137 -1.36728 0.15724  -1.067
53 H -6.57528 -0.88495 0.26389  0.468
54 C -4.57715 -0.99855 1.01610  1.230
55 C -4.76316 0.09980 2.01881  -1.150
56 C 0.00185 2.18480 2.81309  -0.201
57 C 1.20700 2.70780 2.29483  1.296
58 C 2.18400 1.83501 1.57126  -1.420
59 C 1.50525 4.05110 2.50090  -0.759
60 H 2.40813 4.45840 2.04047  0.472
61 C 0.67512 4.85195 3.27334  -0.944
62 H 0.90735 5.91355 3.39729  0.391
63 C -0.44404 4.30401 3.88853  -0.892
64 H -1.07392 4.92046 4.53510  0.413
65 C -0.78734 2.96968 3.68890  0.685
66 C -1.97553 2.38558 4.38826  -1.116
67 Y -1.33887 0.45654 0.09716  1.292
68 H -1.14404 -2.88940 -0.94067  -0.010
69 H -1.94336 -4.39221 -0.53826  0.609
70 H -1.24216 -3.41437 0.76791  -0.083
71 H -4.37561 -0.15804 3.01452  0.242
72 H -5.83783 0.30815 2.12050  0.513
73 H -4.28789 1.04020 1.69984  0.146
74 H 2.67258 2.39571 0.76250  0.473
75 H 1.70935 0.95269 1.12886  -0.219
76 H 2.98910 1.47151 2.23194  0.432
77 H -2.65744 1.88962 3.68817  -0.038
78 H -2.54081 3.18330 4.88540  0.486
79 H -1.70127 1.65872 5.16560  0.234
80 H -0.85621 -1.71906 4.67485  0.284
81 C 1.39629 -1.39026 -1.06773  1.024
82 Si 2.55851 -2.27629 0.12729  0.137
83 H 1.20915 -1.75690 -2.07222  0.589
84 H 1.50373 -0.28362 -1.07837  -0.175
85 C 2.70640 -3.85073 -0.84694  -1.146
86 C 1.63234 -2.57600 1.73368  -0.389
87 C 3.98546 -1.16729 0.55281  -0.939
88 H 4.19232 -0.41914 -0.22776  0.141
89 H 4.87273 -1.79326 0.67898  0.489
90 H 3.82463 -0.61659 1.48928  0.280
91 H 1.69900 -4.24308 -1.07999  0.324
92 H 3.25811 -4.61719 -0.30354  0.361
93 H 3.19406 -3.65375 -1.81154  0.279
94 H 0.55792 -2.76571 1.60938  -0.142
95 H 1.70438 -1.74934 2.44731  -0.060
96 H 2.05667 -3.46743 2.21508  0.532
97 O -2.22527 3.94010 -1.10748  -0.497
98 N -1.98886 2.96370 -0.45691  1.031
99 O -2.90839 2.00802 -0.21832  -0.676
100 O -0.77830 2.65504 -0.01352  -0.384

Kohn-Sham gap = 7.04 eV
Charge = +1
E_HOMO = -10.29 eV
ΔE to the lowest compared entry with this formula, charge and spin = 21.81 kJ/mol

=====

No. 2
CH2LiOSr | wB97M-V/def2-TZVPD

Last column: Mulliken spin population.
Element x y z (Å)
1 C 0.13428 -0.61527 -0.24819  0.082
2 O 0.67248 0.51048 -0.07731  0.006
3 H -0.57841 -0.87898 0.58399  0.000
4 Sr 1.82708 -2.44121 -1.31930  0.911
5 Li -0.21210 2.09132 0.49208  0.000
6 H -1.84334 1.33366 0.56873  0.001

Multiplicity = 2
Kohn-Sham gap (spin up / spin down) = 5.51 / 5.10 eV
Charge = 0
Expectation value of S² = 0.753
E_HOMO (spin up / spin down) = -5.87 / -6.09 eV
ΔE to the lowest compared entry with this formula, charge and spin = 52.25 kJ/mol

=====

Molecular weight values, unit g mol⁻¹, following the record order: 692.83 124.59.